[1]
{
  "formula": "C27H32ClMnN3O6",
  "method": "ωB97M-V with the def2-TZVPD basis set",
  "elements": ["Mn", "Cl", "N", "N", "C", "C", "C", "C", "C", "C", "H", "H", "H", "H", "H", "H", "C", "C", "C", "C", "H", "H", "H", "H", "H", "H", "O", "H", "H", "O", "H", "H", "C", "C", "C", "H", "H", "C", "C", "H", "C", "C", "C", "C", "H", "C", "H", "H", "H", "H", "H", "H", "H", "H", "O", "C", "O", "C", "C", "C", "C", "C", "C", "N", "O", "O", "H", "H", "H", "H"],
  "coordinates": [[0.5160, 1.4886, -0.2062], [2.1746, 2.0385, 1.2271], [1.3328, 0.3198, -1.9459], [-1.1833, 1.2797, 1.2145], [1.7582, 1.1353, -2.8905], [-2.0204, 2.2940, 1.2037], [1.4054, -1.0608, -2.5180], [2.3993, -0.8737, -3.6600], [0.0448, -1.4284, -3.0689], [1.9052, -2.1197, -1.5682], [-0.3257, -0.6572, -3.7593], [-0.6765, -1.5496, -2.2553], [0.1245, -2.3777, -3.6082], [2.8012, -1.7835, -1.0437], [2.1572, -3.0153, -2.1559], [1.1299, -2.4040, -0.8520], [-1.7439, 0.2455, 2.1414], [-3.0646, 0.8691, 2.5937], [-0.8645, 0.0180, 3.3570], [-1.9556, -1.0344, 1.3679], [-2.5620, -0.8326, 0.4770], [-2.4720, -1.7627, 2.0045], [-0.9916, -1.4592, 1.0695], [-0.6882, 0.9688, 3.8742], [0.0860, -0.4359, 3.0658], [-1.3780, -0.6670, 4.0466], [-3.1399, 2.1456, 1.9028], [-3.0955, 1.0826, 3.6710], [-3.9541, 0.2847, 2.3272], [2.3630, 0.5696, -3.9217], [2.1406, -1.3906, -4.5948], [3.4292, -1.1346, -3.3717], [1.5593, 2.6054, -2.9036], [-1.8066, 3.5805, 0.4952], [-1.5830, 3.3181, -0.9596], [-0.8966, 4.0410, 0.9256], [-2.6610, 4.2400, 0.6856], [-0.3464, 2.8485, -1.3536], [0.1031, 2.8617, -2.6609], [1.7903, 0.0645, 1.2820], [-0.8694, 2.9974, -3.6690], [-2.1876, 3.2700, -3.2932], [-0.4717, 2.8021, -5.0935], [-2.5649, 3.4463, -1.9606], [-2.9530, 3.3460, -4.0694], [-3.9730, 3.7423, -1.5554], [-4.6436, 3.6536, -2.4129], [-4.0536, 4.7648, -1.1641], [-4.3309, 3.0577, -0.7735], [0.2786, 3.5478, -5.3828], [-1.3423, 2.9082, -5.7457], [-0.0398, 1.8070, -5.2733], [1.9170, 3.0051, -3.8544], [2.1589, 3.0158, -2.0740], [3.6386, -1.4545, 1.0450], [2.5628, -1.6473, 1.5910], [1.4456, -0.8827, 1.4042], [2.2550, -2.7230, 2.5542], [1.1071, -3.5215, 2.4042], [0.8298, -4.4862, 3.3694], [1.6690, -4.5503, 4.5075], [2.7407, -3.6562, 4.7152], [3.0338, -2.7393, 3.7166], [1.4932, -5.6055, 5.4459], [0.5859, -6.4460, 5.2533], [2.2699, -5.6521, 6.4310], [0.4438, -3.3864, 1.5483], [0.0146, -5.1974, 3.2552], [3.3430, -3.7277, 5.6183], [3.8312, -2.0011, 3.8280]],
  "s_squared": 6.098,
  "total_charge": -1,
  "homo_lumo_gap_ev": [3.8, 7.3],
  "relative_energy_kj_mol": 217.2,
  "spin_multiplicity": 5,
  "fmax_ev_per_a": 2.85
}


[2]
{
  "formula": "C27H32F3N4O3",
  "method": "ωB97M-V with the def2-TZVPD basis set",
  "elements": ["C", "N", "C", "O", "C", "C", "C", "C", "C", "C", "C", "C", "N", "C", "C", "C", "C", "C", "C", "N", "O", "O", "C", "C", "C", "C", "C", "C", "H", "H", "H", "H", "H", "H", "H", "H", "H", "H", "H", "H", "H", "H", "H", "H", "H", "H", "H", "H", "H", "H", "H", "H", "C", "C", "N", "C", "C", "F", "F", "F", "C", "H", "H", "H", "H", "H", "H", "H", "H"],
  "coordinates": [[-2.2274, 4.0024, 2.8323], [-2.0885, 2.5705, 2.9377], [-3.1659, 1.7592, 3.1425], [-4.3220, 2.1415, 3.3008], [-2.6593, 0.3175, 3.1572], [-3.2616, -0.5453, 2.0489], [-4.7645, -0.6656, 2.1694], [-5.5899, -0.1553, 1.1632], [-6.9773, -0.2057, 1.3046], [-7.5400, -0.7938, 2.4448], [-6.7145, -1.3101, 3.4511], [-5.3245, -1.2492, 3.3105], [-1.2082, 0.4947, 3.0332], [-0.3707, -0.5605, 3.0488], [1.0062, -0.4516, 2.8970], [1.9123, -1.5034, 2.9348], [3.3418, -1.3307, 2.8193], [3.9229, -0.0501, 2.6062], [5.3144, 0.1118, 2.4836], [5.8426, 1.4222, 2.2737], [7.0814, 1.5547, 2.1586], [5.0472, 2.3903, 2.2131], [6.1819, -0.9892, 2.5676], [5.6344, -2.2559, 2.7905], [4.2517, -2.4301, 2.9209], [-0.7943, 1.9022, 2.8656], [-0.1462, 2.1791, 1.4995], [0.1130, 2.4083, 3.9981], [-3.2842, 4.2710, 2.8959], [-1.6775, 4.5018, 3.6397], [-1.8211, 4.3524, 1.8753], [-2.9046, -0.1183, 4.1460], [-2.9899, -0.1095, 1.0740], [-2.7917, -1.5371, 2.1220], [-5.1277, 0.3040, 0.2862], [-7.6128, 0.2243, 0.5296], [-8.6230, -0.8392, 2.5515], [-7.1477, -1.7488, 4.3509], [-4.6675, -1.6396, 4.0911], [-0.8354, -1.5388, 3.2010], [1.4002, 0.5488, 2.7417], [1.5287, -2.5131, 3.1017], [3.3103, 0.8459, 2.5331], [7.2510, -0.8189, 2.4601], [6.3118, -3.1087, 2.8657], [3.8468, -3.4244, 3.1218], [-0.8439, 1.9200, 0.6920], [0.1065, 3.2448, 1.4329], [0.7721, 1.6050, 1.3547], [-0.4056, 2.3114, 4.9608], [1.0512, 1.8511, 4.0529], [0.3526, 3.4646, 3.8215], [2.4642, -6.2148, 0.0062], [3.1642, -4.8434, 0.1147], [2.3375, -3.9529, -0.6430], [1.0125, -4.4311, -0.8314], [0.4414, -3.9246, -2.1453], [-0.8925, -4.2161, -2.2489], [0.5844, -2.5672, -2.2162], [1.0717, -4.4636, -3.2253], [1.1031, -5.9629, -0.6665], [3.0657, -6.8842, -0.6155], [2.3393, -6.6837, 0.9858], [3.2840, -4.5383, 1.1715], [4.1752, -4.8958, -0.3206], [2.4960, -2.9537, -0.6195], [0.3133, -4.0410, -0.0698], [1.0489, -6.4521, -1.6448], [0.2663, -6.3005, -0.0502]],
  "total_charge": 1,
  "homo_lumo_gap_ev": 5.8,
  "spin_multiplicity": 1,
  "fmax_ev_per_a": 3.85
}


[3]
{
  "formula": "C27H32N2O5",
  "method": "ωB97M-V with the def2-TZVPD basis set",
  "elements": ["C", "H", "H", "H", "C", "C", "H", "H", "C", "C", "O", "C", "C", "H", "H", "H", "C", "N", "C", "O", "C", "C", "C", "C", "C", "C", "H", "H", "O", "C", "H", "H", "H", "H", "H", "C", "H", "H", "H", "H", "C", "N", "C", "O", "C", "C", "C", "C", "C", "C", "H", "H", "O", "C", "H", "H", "H", "H", "H", "C", "H", "H", "H", "H", "H", "H"],
  "coordinates": [[4.3523, 2.1117, 2.1552], [4.1214, 3.1736, 2.1917], [5.3096, 1.9852, 1.6554], [4.4489, 1.7456, 3.1745], [3.2584, 1.3504, 1.4143], [3.5894, -0.1394, 1.3516], [4.5256, -0.2733, 0.8046], [3.7626, -0.5083, 2.3651], [2.5251, -1.0349, 0.7015], [3.0342, -2.4671, 0.6257], [4.1010, -2.8268, 1.0523], [2.0365, -3.3685, -0.0666], [2.5028, -4.8213, -0.0699], [1.7749, -5.4498, -0.5758], [2.6335, -5.1782, 0.9487], [3.4591, -4.9051, -0.5795], [0.6548, -3.2671, 0.6088], [0.2567, -1.9093, 0.9243], [-1.0497, -1.5573, 0.7663], [-1.8580, -2.3425, 0.3032], [-1.5093, -0.2045, 1.2092], [-2.7302, -0.1639, 1.8859], [-3.2996, 1.0320, 2.2579], [-2.6709, 2.2415, 1.9509], [-1.4617, 2.2130, 1.2660], [-0.8992, 1.0032, 0.8980], [0.0069, 1.0324, 0.3170], [-0.9545, 3.1235, 0.9889], [-3.3195, 3.3710, 2.3371], [-2.7168, 4.6177, 2.0765], [-1.7574, 4.7130, 2.5947], [-2.5681, 4.7797, 1.0046], [-3.4094, 5.3642, 2.4615], [-4.2429, 1.0623, 2.7798], [-3.2311, -1.0943, 2.1052], [1.2685, -1.1457, 1.5961], [0.8854, -0.1643, 1.8640], [1.5594, -1.6584, 2.5262], [-0.1128, -3.6864, -0.0463], [0.6832, -3.8565, 1.5356], [1.9867, -2.8271, -1.5098], [1.4531, -1.4882, -1.5221], [0.3355, -1.2625, -2.2776], [-0.1441, -2.1516, -2.9559], [-0.3174, 0.0744, -2.2211], [-1.6891, 0.0746, -1.9892], [-2.4001, 1.2555, -1.9028], [-1.7438, 2.4704, -2.0676], [-0.3820, 2.4723, -2.3771], [0.3224, 1.2890, -2.4583], [1.3672, 1.3132, -2.7334], [0.1036, 3.4200, -2.5506], [-2.3303, 3.6933, -1.9494], [-3.7141, 3.7486, -1.6901], [-3.9631, 4.8079, -1.6428], [-3.9654, 3.2708, -0.7375], [-4.2905, 3.2789, -2.4925], [-3.4570, 1.2133, -1.6967], [-2.1944, -0.8688, -1.8534], [2.1893, -0.5393, -0.7274], [1.6229, 0.3875, -0.6610], [3.1467, -0.3250, -1.2255], [1.3322, -3.4472, -2.1268], [2.9974, -2.8381, -1.9375], [3.1660, 1.7584, 0.4064], [2.3082, 1.5059, 1.9288]],
  "homo_lumo_gap_ev": 9.0,
  "relative_energy_kj_mol": 9.0,
  "spin_multiplicity": 1,
  "fmax_ev_per_a": 0.44,
  "smiles": "CCC[C@]12CN(C(=O)c3ccc(OC)cc3)C[C@](C)(CN(C(=O)c3ccc(OC)cc3)C1)C2=O"
}


[4]
{
  "formula": "C27H32NO3",
  "method": "ωB97M-V with the def2-TZVPD basis set",
  "elements": ["C", "C", "C", "O", "C", "C", "C", "C", "C", "C", "H", "H", "O", "C", "C", "O", "H", "C", "N", "H", "C", "C", "C", "C", "C", "C", "C", "C", "H", "H", "H", "H", "H", "H", "H", "H", "H", "C", "C", "C", "C", "C", "C", "C", "H", "H", "H", "H", "H", "H", "H", "H", "H", "H", "H", "H", "H", "H", "H", "H", "H", "H", "H"],
  "coordinates": [[-5.8291, -0.9917, 2.1226], [-5.9903, 0.5052, 2.0665], [-5.5661, 1.2521, 0.7433], [-6.4719, 1.5976, -0.0289], [-4.2440, 0.9856, 0.2855], [-3.9761, 1.2870, -0.8422], [-2.6912, 1.2589, -1.1359], [-1.6243, 1.2133, -0.4833], [-1.9848, 1.0220, 0.8820], [-3.2137, 0.9358, 1.3640], [-3.5383, 1.0478, 2.4372], [-1.2430, 0.9648, 1.5955], [-0.2301, 0.9814, -0.7629], [0.2008, 1.6365, -1.9042], [1.6981, 1.7290, -2.0396], [2.0214, 2.7167, -0.8819], [1.7314, 3.4306, -1.1990], [2.4298, 0.4020, -1.4777], [2.1473, -0.0514, -0.3443], [0.9789, 0.0032, -0.1241], [2.3099, -1.6104, -0.3124], [1.3672, -2.3486, -1.0017], [-0.0010, -2.0924, -0.9230], [-0.8562, -1.8630, -1.9042], [-2.1651, -1.5993, -2.1806], [-2.6693, -1.8902, -0.7051], [-1.9544, -2.3751, 0.4065], [-0.5594, -2.1756, 0.2361], [-0.0806, -2.6269, 1.2449], [-2.3826, -2.3520, 1.4519], [-3.8103, -1.7033, -0.6400], [-2.8031, -1.5849, -2.9306], [-0.3126, -1.7887, -3.0377], [1.6799, -3.6205, -0.9617], [1.7253, -2.3479, -2.1974], [3.4559, -1.5397, -0.4184], [2.2151, -1.9255, 0.6332], [2.5802, 0.5912, 1.1821], [4.0626, 0.5443, 1.0422], [4.5846, -0.4114, 1.8063], [6.1602, -0.6708, 1.9634], [6.7160, 0.4640, 1.4533], [6.1479, 1.3981, 0.5769], [4.8167, 1.3567, 0.4825], [4.2859, 2.3940, -0.1103], [7.0009, 2.1570, 0.0924], [8.0126, 0.2397, 1.3316], [6.6809, -1.5489, 2.3804], [4.1345, -1.2095, 2.0922], [1.9833, 0.1983, 1.8490], [2.2935, 1.6596, 0.7739], [3.5593, 0.7222, -1.5462], [2.4875, -0.1992, -2.4616], [2.0841, 1.9340, -2.8356], [-0.1768, 2.4264, -2.1150], [-0.0405, 0.8784, -2.4722], [-2.3956, 1.4786, -2.4136], [-4.7938, 1.5342, -1.5564], [-7.1823, 0.7920, 2.2247], [-5.4631, 0.9613, 3.1950], [-6.3687, -1.5231, 1.1345], [-6.1599, -1.4532, 3.0607], [-4.7730, -1.1967, 1.8374]],
  "total_charge": 1,
  "homo_lumo_gap_ev": 9.5,
  "relative_energy_kj_mol": 2093.6,
  "spin_multiplicity": 1,
  "fmax_ev_per_a": 15.90,
  "smiles": "CCC(=O)c1ccc(OC[C@@H](O)C[N@@H+](CCc2ccccc2)Cc2ccccc2)cc1"
}


| no. | E (hartree) |
| --- | --- |
| 1 | -3274.942747 |
| 2 | -1792.075853 |
| 3 | -1533.805080 |
| 4 | -1327.446056 |